No. 1
The following is a quantum chemistry calculation of the molecule C2H4ClN3, from OMol25.

Last column: natural (NBO) charge in e.
CARTESIAN COORDINATES (ANGSTROEM)
1 C 0.9713 0.7883 0.4112  -0.108
2 C -1.3019 0.6760 -0.4647  0.367
3 N -0.2996 0.9749 0.1724  -0.413
4 N -2.4499 0.3312 -0.6551  -0.442
5 N 1.2397 -0.8008 -0.0258  -0.788
6 Cl -3.2695 -0.2035 0.9606  -0.095
7 H 1.5691 -1.5331 0.7092  0.434
8 H 1.5308 1.5204 -0.0559  0.192
9 H 1.8042 -0.8274 -0.8535  0.412
10 H 0.2056 -0.9259 -0.1983  0.442

Summary:
HOMO level (alpha / beta) in eV: -7.61 / -7.62
Orbital gap (alpha / beta) in eV: 7.448 / 7.450
Charge: 0
DFT total energy in eV: -19126.197
LUMO level (alpha / beta) in Eh: -0.0061 / -0.0061
Energy above the lowest of the compared OMol25 structures with the same formula, charge and spin in kcal per mole: 85.3


No. 2
The following is a quantum chemistry calculation of a structure of composition C10H22Hg2O9SV, from OMol25.

Last column: Mulliken spin population.
CARTESIAN COORDINATES (ANGSTROEM)
1 Hg 22.3463 -28.9215 -32.4926  0.028
2 Hg 20.3182 -32.9653 -32.3319  0.842
3 O 23.5571 -32.0638 -35.6568  0.030
4 V 23.1962 -31.9454 -34.1513  -0.098
5 C 20.0343 -33.4852 -36.5246  -0.005
6 C 21.0289 -33.9377 -35.5051  0.006
7 C 22.2145 -34.6956 -36.1087  -0.006
8 O 21.4020 -32.9105 -34.5472  0.131
9 H 20.4127 -32.8172 -37.3005  0.001
10 H 19.1410 -33.0395 -36.0827  -0.001
11 H 19.6700 -34.3473 -37.0896  0.001
12 H 20.5836 -34.6789 -34.8268  0.020
13 H 22.5228 -34.2147 -37.0401  0.000
14 H 22.0487 -35.7650 -36.1728  0.000
15 H 23.1028 -34.5596 -35.4938  0.003
16 C 22.6622 -27.9444 -35.9720  -0.001
17 C 21.9706 -29.2744 -35.7165  0.003
18 C 21.9166 -30.1481 -36.9424  0.005
19 O 22.5728 -29.8778 -34.5723  0.030
20 H 23.6887 -28.1229 -36.3075  0.000
21 H 22.8249 -27.3264 -35.0732  0.000
22 H 22.1133 -27.3186 -36.6720  0.000
23 H 20.9361 -28.9547 -35.5159  -0.001
24 H 22.9180 -30.2548 -37.3785  0.000
25 H 21.3171 -29.7264 -37.7454  0.000
26 H 21.6118 -31.1706 -36.7270  -0.001
27 C 22.8820 -31.6176 -31.6758  0.021
28 O 22.7643 -32.8181 -32.0754  -0.006
29 O 23.7342 -30.8523 -32.3175  0.002
30 O 21.6777 -31.0132 -31.9436  -0.019
31 O 24.6142 -33.7211 -34.1957  0.011
32 S 25.4581 -34.7762 -33.6450  0.003
33 O 25.1694 -36.1342 -33.9411  0.000
34 O 26.9024 -34.4788 -34.1744  0.000
35 C 27.9892 -35.3118 -33.6339  0.000
36 C 29.0936 -35.2973 -34.6624  0.000
37 C 25.5940 -34.5602 -31.8846  0.001
38 H 27.6878 -36.3329 -33.4059  0.000
39 H 28.3402 -34.8551 -32.7066  0.000
40 H 29.6011 -34.3425 -34.7691  0.000
41 H 28.7472 -35.6103 -35.6488  0.000
42 H 29.8228 -36.0689 -34.4026  0.000
43 H 24.6022 -34.6744 -31.4522  0.000
44 H 25.9040 -33.5228 -31.7685  0.000
45 H 26.2555 -35.3285 -31.5028  0.000

Summary:
Spin multiplicity: 2
HOMO level (alpha / beta) in eV: -15.27 / -16.55
Orbital gap (alpha / beta) in eV: 5.059 / 6.306
Charge: +2
DFT total energy in eV: -74004.273
LUMO level (alpha / beta) in Eh: -0.3752 / -0.3763
⟨S²⟩: 0.762


No. 3
The following is a quantum chemistry calculation of a cluster of 10 separate species, C25H70O15 in total, from OMol25.

Last column: Mulliken charge in e.
CARTESIAN COORDINATES (ANGSTROEM)
1 C -2.8551 -4.0156 -0.3092  0.000
2 C -3.3022 -3.1165 0.8557  -0.752
3 O -2.3310 -2.1643 1.1396  -0.233
4 O -2.0760 -5.0494 0.1362  -0.585
5 H -2.3067 -3.4305 -1.0475  -0.045
6 H -3.7513 -4.3445 -0.8353  0.432
7 H -3.4742 -3.6773 1.7744  0.552
8 H -4.2183 -2.5509 0.6854  0.192
9 H -2.2150 -2.1799 2.0924  0.136
10 H -1.6822 -4.8718 0.9936  0.290
11 C 0.9573 -3.5699 -0.9747  0.505
12 C 1.2920 -5.0281 -1.3705  -0.728
13 O 1.8923 -5.0408 -2.6600  -0.636
14 O 2.0553 -2.7481 -0.6650  -0.472
15 H 0.3140 -3.5277 -0.0958  0.153
16 H 0.3212 -3.1359 -1.7461  -0.105
17 H 0.4123 -5.6714 -1.3510  0.335
18 H 1.9741 -5.5685 -0.7141  0.295
19 H 2.6832 -4.4968 -2.6657  0.559
20 H 2.7326 -2.8207 -1.3414  0.215
21 C -0.3472 1.4841 -0.1207  -0.350
22 C -0.1417 0.1176 -0.8716  -0.092
23 O -1.3278 -0.5974 -0.8934  0.945
24 O -0.5421 1.2403 1.2772  0.752
25 H -1.1883 2.0673 -0.4956  0.303
26 H 0.4831 2.1792 -0.2449  -0.046
27 H 0.6621 -0.3695 -0.3196  -0.655
28 H 0.2135 0.2690 -1.8909  0.577
29 H -1.5128 -0.8233 0.0211  -0.385
30 H 0.3150 1.0546 1.6676  -0.515
31 C 2.1491 -0.6417 2.1292  0.668
32 C 2.8131 -1.2297 3.3666  -0.663
33 O 2.9132 -2.6268 3.3966  -0.550
34 O 1.9947 0.7269 2.2219  -0.455
35 H 1.1437 -0.9895 1.8918  -0.163
36 H 2.7757 -0.7929 1.2503  0.133
37 H 2.3044 -0.8828 4.2661  0.195
38 H 3.8008 -0.7916 3.5105  0.362
39 H 3.6093 -2.8916 2.7908  0.333
40 H 2.8387 1.1819 2.1739  0.236
41 C -3.8666 1.5149 0.4001  0.077
42 C -5.2979 1.1199 0.6342  -0.783
43 O -5.3813 -0.2994 0.5124  -0.531
44 O -3.2134 1.3136 1.5975  -0.669
45 H -3.7661 2.5838 0.2119  0.280
46 H -3.3947 0.9435 -0.3993  0.051
47 H -5.9723 1.4727 -0.1461  0.352
48 H -5.6836 1.4149 1.6100  0.378
49 H -4.7483 -0.5854 1.1751  0.249
50 H -2.2694 1.1854 1.4790  0.303
51 C -4.4517 0.3772 -3.2660  -0.983
52 C -3.4073 -0.6465 -3.8310  0.414
53 C -2.0698 -0.0420 -4.1927  -1.243
54 O -3.0901 -1.5804 -2.8382  -0.551
55 H -4.2123 1.4221 -3.4631  0.337
56 H -4.5526 0.2592 -2.1871  -0.016
57 H -5.4263 0.1762 -3.7107  0.382
58 H -3.7319 -1.1569 -4.7378  0.425
59 H -1.5971 0.5490 -3.4083  0.192
60 H -2.1428 0.5046 -5.1329  0.449
61 H -1.3995 -0.8699 -4.4236  0.277
62 H -2.5846 -1.1751 -2.1299  0.116
63 C 0.3010 0.7708 6.7047  -1.289
64 C -0.6145 1.7650 6.0485  0.376
65 C -0.7580 1.4963 4.5461  -1.187
66 O -1.9231 1.7718 6.6799  -0.577
67 H 0.5778 0.8837 7.7529  0.416
68 H 1.1946 0.6548 6.0913  0.178
69 H -0.1730 -0.2079 6.7785  0.364
70 H -0.1747 2.7533 6.1823  0.176
71 H 0.1456 1.6434 3.9545  0.374
72 H -1.5963 2.0666 4.1458  0.297
73 H -1.0445 0.4675 4.3278  0.492
74 H -1.8026 1.9929 7.6063  0.323
75 C 3.9764 0.5072 -1.8582  -0.230
76 C 4.4284 1.9836 -1.7836  0.112
77 C 3.3607 3.0599 -1.9876  -1.004
78 O 5.0968 2.1623 -0.5599  -0.551
79 H 4.7712 -0.1886 -1.5897  0.356
80 H 3.5718 0.1901 -2.8194  0.127
81 H 3.1574 0.3633 -1.1534  -0.328
82 H 5.2132 2.0656 -2.5356  0.412
83 H 3.8144 4.0440 -1.8704  0.356
84 H 2.6023 2.8916 -1.2230  0.000
85 H 2.9449 3.0716 -2.9951  0.369
86 H 5.9642 2.5394 -0.7241  0.316
87 C 4.3131 -3.2153 -5.2659  -1.668
88 C 3.9343 -2.5427 -3.9331  0.897
89 C 2.5681 -1.9481 -3.9612  -0.855
90 O 3.9854 -3.6154 -3.0200  -0.743
91 H 5.0583 -4.0099 -5.3032  0.433
92 H 4.5043 -2.4773 -6.0449  0.364
93 H 3.4395 -3.7895 -5.5745  0.457
94 H 4.7177 -1.8374 -3.6559  0.098
95 H 2.5659 -1.1744 -4.7290  0.509
96 H 2.2487 -1.5265 -3.0082  -0.365
97 H 1.8050 -2.6905 -4.1951  0.485
98 H 4.0869 -4.3991 -3.5650  0.319
99 C -1.9808 6.2164 2.1727  -1.497
100 C -0.7369 5.6114 1.6679  0.477
101 C -0.5777 4.1709 2.0308  -0.350
102 O -0.7051 5.8193 0.3039  -0.541
103 H -2.8975 5.8804 1.6881  0.296
104 H -1.9434 7.2966 2.0318  0.455
105 H -2.0627 5.9322 3.2218  0.345
106 H 0.0735 6.1811 2.1226  0.165
107 H -1.4532 3.5954 1.7300  -0.086
108 H -0.5497 4.1107 3.1188  0.322
109 H 0.3042 3.7555 1.5433  0.021
110 H -0.8505 6.7509 0.1235  0.341

Summary:
HOMO level in eV: -9.28
Orbital gap in eV: 9.579
Charge: 0
DFT total energy in eV: -57768.629
SMILES string: CC(C)O.CC(C)O.CC(C)O.CC(C)O.CC(C)O.OCCO.OCCO.OCCO.OCCO.OCCO
LUMO level in Eh: 0.0108
Energy above the lowest of the compared OMol25 structures with the same formula, charge and spin in kcal per mole: 17.7


No. 4
The following is a quantum chemistry calculation of the ion C22H30NO3 with charge +1, from OMol25.

Last column: natural (NBO) charge in e.
CARTESIAN COORDINATES (ANGSTROEM)
1 C 5.2350 -0.1483 -1.3397  -0.618
2 H 5.1329 0.3934 -2.2748  0.221
3 C 3.8875 -0.2764 -0.6442  0.086
4 O 4.0723 -1.0186 0.5382  -0.516
5 C 2.8717 -1.2334 1.2417  0.093
6 C 3.1897 -2.0522 2.4846  -0.621
7 H 3.6538 -2.9870 2.1872  0.242
8 H 2.2831 -2.2674 3.0415  0.222
9 H 3.8878 -1.5139 3.1189  0.222
10 C 2.2354 0.1157 1.6213  -0.252
11 N 2.0238 0.9487 0.4165  -0.404
12 C 3.3097 1.1068 -0.2972  -0.253
13 H 3.1565 1.6824 -1.2090  0.229
14 H 4.0110 1.6362 0.3529  0.227
15 C 1.3798 2.2430 0.7464  -0.214
16 C 0.7331 2.9320 -0.4527  -0.423
17 H 1.4591 3.0857 -1.2520  0.212
18 H 0.4289 3.9215 -0.1083  0.247
19 C -0.5066 2.2199 -1.0080  -0.444
20 H -1.1049 2.9543 -1.5479  0.244
21 C -0.2115 1.0872 -1.9970  -0.075
22 H -1.1168 0.8284 -2.5505  0.214
23 H 0.5440 1.4127 -2.7197  0.198
24 O 0.3254 -0.0859 -1.3938  -0.571
25 C -0.5393 -1.1266 -1.0501  0.376
26 C -1.8793 -0.9352 -0.7630  -0.405
27 C -2.6621 -2.0295 -0.3944  0.341
28 C -2.0906 -3.2994 -0.3216  -0.256
29 C -0.7547 -3.4704 -0.6184  -0.166
30 C 0.0318 -2.3903 -0.9810  -0.319
31 H 1.0683 -2.5243 -1.2470  0.220
32 H -0.3172 -4.4549 -0.5749  0.230
33 H -2.7157 -4.1322 -0.0457  0.239
34 O -3.9885 -1.9400 -0.1516  -0.466
35 C -4.5731 -0.7315 0.1705  0.266
36 C -5.7807 -0.4161 -0.4388  -0.245
37 C -6.4364 0.7523 -0.0958  -0.183
38 C -5.8920 1.6083 0.8472  -0.220
39 C -4.6940 1.2849 1.4615  -0.215
40 C -4.0319 0.1160 1.1305  -0.241
41 H -3.1111 -0.1569 1.6280  0.211
42 H -4.2768 1.9395 2.2125  0.217
43 H -6.4048 2.5197 1.1118  0.223
44 H -7.3758 0.9941 -0.5678  0.226
45 H -6.1924 -1.0969 -1.1668  0.234
46 H -2.3433 0.0354 -0.8437  0.240
47 H -1.1159 1.8483 -0.1819  0.215
48 H 0.6114 2.0513 1.4993  0.222
49 H 2.1341 2.8974 1.1896  0.228
50 H 1.3700 0.4335 -0.2411  0.482
51 H 1.2786 -0.0584 2.1153  0.232
52 H 2.9019 0.6513 2.3026  0.225
53 H 2.1603 -1.7850 0.6035  0.180
54 H 3.1709 -0.7984 -1.3028  0.177
55 H 5.9398 0.3685 -0.6952  0.223
56 H 5.6275 -1.1391 -1.5448  0.243

Summary:
HOMO level in eV: -10.98
Orbital gap in eV: 8.826
Charge: +1
DFT total energy in eV: -30927.538
SMILES string: C[C@@H]1C[N@H+](CCCCOc2cccc(Oc3ccccc3)c2)C[C@H](C)O1
LUMO level in Eh: -0.0791
Energy above the lowest of the compared OMol25 structures with the same formula, charge and spin in kcal per mole: 22.8


No. 5
The following is a quantum chemistry calculation of the molecule C4H6N2O, from OMol25.

Last column: natural (NBO) charge in e.
CARTESIAN COORDINATES (ANGSTROEM)
1 N 2.0740 0.5866 -0.0342  -0.803
2 C 0.7183 0.4620 -0.1472  0.353
3 C 0.0197 -0.7986 0.1829  0.227
4 O 0.7448 -1.9082 0.4696  -0.670
5 C -1.2936 -0.5515 0.1137  -0.295
6 C -1.4218 0.9157 -0.2058  -0.264
7 N -0.0803 1.4196 -0.4586  -0.474
8 H 2.4741 1.4069 -0.4626  0.399
9 H 2.6347 -0.2493 -0.0349  0.396
10 H 0.1423 -2.6468 0.6259  0.488
11 H -2.1141 -1.2386 0.2882  0.215
12 H -2.1211 1.1453 -1.0183  0.210
13 H -1.7770 1.4569 0.6814  0.218

Summary:
HOMO level in eV: -8.70
Orbital gap in eV: 9.354
Charge: 0
DFT total energy in eV: -9272.504
SMILES string: NC1=NCC=C1O
LUMO level in Eh: 0.0241
Energy above the lowest of the compared OMol25 structures with the same formula, charge and spin in kcal per mole: 23.0


No. 6
The following is a quantum chemistry calculation of a structure of composition C30H51N2O2P2Pd, from OMol25.

Last column: Mulliken spin population.
CARTESIAN COORDINATES (ANGSTROEM)
1 C -2.2536 1.2518 -2.0006  0.023
2 C -2.2089 -1.0660 -1.5822  -0.014
3 C -3.3337 1.1243 -2.8780  0.134
4 C -3.4123 -1.2098 -2.3387  0.233
5 C -3.9642 -0.1176 -2.9790  -0.022
6 H -3.6380 2.0032 -3.4444  0.002
7 H -3.8412 -2.2043 -2.4140  0.009
8 H -4.8898 -0.2031 -3.5415  0.004
9 N -1.7927 0.2101 -1.3173  0.109
10 P -0.5703 2.7020 -0.3026  0.012
11 P 0.0419 -2.4252 -0.3032  0.435
12 C -1.4942 2.5796 -1.8881  0.026
13 H -0.7669 2.6210 -2.7152  0.011
14 H -2.1764 3.4263 -2.0363  0.003
15 C -1.4256 -2.1929 -1.2306  0.502
16 H -1.9000 -3.1564 -1.4898  -0.011
17 C 0.7547 -3.7570 -1.6236  0.094
18 C -0.2085 -3.4439 1.3411  0.164
19 C 1.0525 3.6816 -0.6035  0.075
20 C -1.8846 3.6591 0.6600  0.071
21 C 2.2608 -3.5088 -1.5550  0.064
22 H 2.6875 -3.7853 -0.5821  0.004
23 H 2.7819 -4.0881 -2.3372  0.003
24 H 2.4718 -2.4460 -1.7154  -0.017
25 C 0.4457 -5.2397 -1.3691  0.029
26 H 0.7990 -5.6211 -0.4059  0.000
27 H -0.6243 -5.4641 -1.4776  0.001
28 H 0.9628 -5.8285 -2.1469  0.005
29 C 0.2377 -3.4794 -3.0415  0.060
30 H 0.8377 -4.0587 -3.7666  0.002
31 H -0.8089 -3.7795 -3.1803  0.000
32 H 0.3080 -2.4159 -3.2989  -0.040
33 C 1.1390 -4.0930 1.7153  0.012
34 H 1.8988 -3.3137 1.8760  -0.004
35 H 1.0233 -4.6475 2.6612  0.007
36 H 1.5333 -4.7921 0.9730  0.003
37 C -0.5828 -2.5550 2.5294  0.050
38 H 0.2257 -1.8696 2.8093  -0.006
39 H -1.4984 -1.9829 2.3540  -0.006
40 H -0.7749 -3.2074 3.3986  -0.002
41 C -1.3620 -4.4283 1.1625  0.045
42 H -1.1925 -5.1858 0.3949  0.000
43 H -1.5219 -4.9604 2.1124  0.017
44 H -2.2871 -3.8863 0.9226  -0.003
45 C -1.3807 3.8348 2.0975  0.027
46 H -2.0593 4.5366 2.6015  0.001
47 H -1.4086 2.8879 2.6455  -0.005
48 H -0.3626 4.2413 2.1553  -0.004
49 C -3.1752 2.8249 0.6762  0.002
50 H -3.5943 2.6831 -0.3265  0.000
51 H -3.0207 1.8491 1.1464  -0.002
52 H -3.9068 3.3693 1.2867  -0.001
53 C -2.2183 5.0322 0.0531  0.021
54 H -3.1390 5.3807 0.5436  0.004
55 H -1.4412 5.7794 0.2413  0.001
56 H -2.4217 5.0028 -1.0234  0.000
57 C 1.4741 3.5025 -2.0647  -0.002
58 H 0.8551 4.0866 -2.7603  0.000
59 H 2.5133 3.8518 -2.1819  0.000
60 H 1.4419 2.4457 -2.3574  0.017
61 C 2.1154 3.0390 0.3051  0.071
62 H 2.1964 1.9574 0.1199  -0.011
63 H 3.0921 3.4930 0.0876  0.000
64 H 1.8905 3.1884 1.3692  -0.004
65 C 0.9590 5.1787 -0.2966  0.010
66 H 0.2493 5.6941 -0.9560  0.000
67 H 0.7059 5.3857 0.7510  0.001
68 H 1.9503 5.6245 -0.4814  0.003
69 Pd -0.0278 0.3732 0.0278  0.281
70 C -0.7873 0.5332 1.8803  0.335
71 O -1.7561 0.4850 2.6137  0.426
72 N 0.8549 -0.0556 -1.6773  -0.027
73 C 1.2825 -0.5837 -2.6391  0.050
74 C 2.3724 -0.4663 -3.7322  0.006
75 C 2.1054 -1.4727 -4.8345  0.006
76 C 2.3337 0.9375 -4.3271  0.005
77 C 3.7383 -0.7307 -3.0963  0.001
78 H 2.1805 -2.4992 -4.4620  -0.001
79 H 1.1054 -1.3235 -5.2574  -0.001
80 H 2.8544 -1.3389 -5.6238  0.000
81 H 2.7367 1.6701 -3.6196  0.000
82 H 2.9497 0.9914 -5.2351  0.001
83 H 1.3041 1.2023 -4.6077  -0.001
84 H 4.5457 -0.4961 -3.8036  0.000
85 H 3.8844 -0.0994 -2.2058  -0.001
86 H 3.8454 -1.7835 -2.8092  0.002
87 O 1.5077 0.4537 2.7533  0.478
88 C 0.6074 0.4882 1.9562  0.224

Summary:
Spin multiplicity: 5
HOMO level (alpha / beta) in eV: -16.97 / -18.54
Orbital gap (alpha / beta) in eV: 6.125 / 5.608
Charge: +3
DFT total energy in eV: -61037.372
LUMO level (alpha / beta) in Eh: -0.3985 / -0.4754
⟨S²⟩: 6.083